Entry 1:
{"formula": "C2H4O2S", "method": "ωB97M-V/def2-TZVPD", "e_lumo_ha": [-0.057, -0.062], "multiplicity": 1, "homo_ev": [-9.1, -8.8], "de_lowest_kcal_mol": 158.4, "elements": ["C", "C", "O", "O", "S", "H", "H", "H", "H"], "coordinates": [[0.50253, -0.29934, 0.11964], [-0.65901, -0.75264, -0.55366], [-0.38642, 1.94397, 0.87892], [0.78166, 0.60768, 0.79796], [2.34873, -1.98981, -0.22432], [-0.76340, 0.17607, -1.27935], [-1.40705, -0.61397, 0.16489], [-0.68567, -1.68394, -1.06273], [0.26862, 2.61199, 1.15864]], "lowdin_charge": [-0.42, -0.04, -0.07, 0.05, 0.11, 0.17, 0.09, 0.08, 0.04]}



Entry 2:
{"formula": "C2H3F4NO", "method": "ωB97M-V/def2-TZVPD", "e_lumo_ha": 0.024, "multiplicity": 1, "homo_ev": -10.6, "smiles": "N[C@]1(F)OC1(F)F.F", "de_lowest_kcal_mol": 41.2, "elements": ["C", "C", "N", "O", "F", "F", "F", "F", "H", "H", "H"], "coordinates": [[-0.86650, -0.32609, -0.67704], [-1.12464, -0.94025, -1.99618], [-0.17582, 0.85919, -0.45574], [-0.19697, -1.45221, -1.14626], [0.26355, -0.86629, 1.57269], [-1.81999, -0.71336, 0.22366], [-0.66262, -0.52053, -3.17599], [-2.23002, -1.66368, -2.39686], [0.10413, 1.51978, -1.26017], [0.41359, 0.86577, 0.41527], [-0.46848, -0.90921, 2.10965]], "lowdin_charge": [-0.52, -0.47, 0.13, 0.19, -0.02, 0.08, 0.14, 0.11, 0.15, 0.11, 0.09]}



Entry 3:
{"formula": "C52H44BBrF2InN3O3SSb", "method": "ωB97M-V/def2-TZVPD", "e_lumo_ha": 0.063, "multiplicity": 1, "homo_ev": -1.9, "total_charge": -1, "de_lowest_kcal_mol": 18.9, "elements": ["In", "C", "C", "C", "C", "C", "C", "C", "C", "C", "C", "C", "C", "C", "C", "C", "N", "H", "H", "H", "H", "H", "H", "H", "H", "H", "H", "C", "C", "N", "C", "C", "C", "S", "N", "C", "O", "C", "C", "C", "C", "C", "C", "H", "H", "H", "H", "H", "H", "H", "H", "H", "H", "H", "H", "H", "H", "H", "C", "C", "C", "C", "C", "C", "Sb", "C", "C", "C", "C", "C", "C", "C", "C", "C", "C", "C", "C", "H", "H", "H", "H", "H", "H", "H", "H", "H", "H", "H", "H", "H", "H", "H", "F", "B", "F", "Br", "C", "C", "C", "C", "C", "C", "C", "O", "O", "H", "H", "H", "H"], "coordinates": [[-0.83448, 0.20955, 0.08128], [0.75887, 3.91306, 1.85768], [0.25104, 3.93250, 3.13937], [-0.56419, 2.87234, 3.56016], [-0.79429, 1.75372, 2.74157], [-0.34962, 1.81509, 1.43243], [0.34907, 2.90251, 0.96856], [-1.42259, 0.54428, 3.42297], [-2.22593, 0.71697, 4.57160], [-2.72678, -0.33932, 5.25208], [-2.35135, -1.62305, 4.84467], [-2.80355, -2.79830, 5.50377], [-2.32190, -4.03825, 5.11674], [-1.32566, -4.17624, 4.12070], [-0.91669, -3.03589, 3.41928], [-1.41085, -1.75416, 3.76340], [-1.04229, -0.63803, 3.01288], [1.50210, 4.64841, 1.48787], [0.53117, 4.68985, 3.82653], [-0.94118, 2.86942, 4.57199], [0.51289, 2.99231, -0.10020], [-2.47365, 1.71954, 4.97258], [-3.35892, -0.23551, 6.12634], [-3.54418, -2.77155, 6.33669], [-2.71216, -4.93378, 5.57588], [-0.87079, -5.14375, 3.88342], [-0.17153, -3.10229, 2.61188], [1.69763, -4.00285, -2.76215], [0.58296, -3.45783, -3.65906], [-0.71345, -3.39035, -2.99494], [-1.63116, -4.51320, -3.30734], [-2.49994, -4.08652, -4.47306], [-1.05752, -2.44838, -2.11672], [0.11130, -1.12063, -1.85869], [-2.19114, -2.51567, -1.50520], [-2.80145, -2.00515, -0.45697], [-2.27805, -1.31985, 0.50854], [-4.24512, -2.33602, -0.21401], [-4.78431, -2.25079, 1.06590], [-6.16966, -2.44169, 1.23787], [-6.99162, -2.65374, 0.12850], [-6.41213, -2.85324, -1.14102], [-5.06377, -2.72420, -1.29506], [2.66962, -4.09349, -3.21395], [1.48359, -5.02178, -2.36449], [1.86771, -3.29067, -1.91773], [0.47364, -4.09525, -4.57668], [0.91084, -2.41801, -4.03539], [-2.18999, -4.79515, -2.41012], [-1.02576, -5.38162, -3.55861], [-3.09257, -3.17968, -4.19011], [-3.20789, -4.89653, -4.71574], [-1.94708, -3.87349, -5.40015], [-4.15389, -2.10723, 1.93783], [-6.59544, -2.39711, 2.23725], [-8.07584, -2.65477, 0.27511], [-7.07165, -3.01805, -1.99838], [-4.60352, -2.89477, -2.25351], [6.89061, -1.89206, -0.43878], [6.01087, -1.54141, -1.48419], [5.05770, -0.54024, -1.26516], [4.80813, -0.03997, 0.01032], [5.62901, -0.45406, 1.08031], [6.68906, -1.32039, 0.82485], [2.91442, 1.12480, 0.28083], [3.42017, 2.11880, -1.58771], [2.39719, 2.43516, -2.47578], [2.72692, 3.18880, -3.61174], [3.99885, 3.62843, -3.81889], [5.03953, 3.28110, -2.93759], [4.74948, 2.46168, -1.86139], [3.67685, 2.41859, 1.78097], [4.18221, 3.64992, 1.40246], [4.77754, 4.51634, 2.34492], [4.88062, 4.10111, 3.69456], [4.39945, 2.83318, 4.05315], [3.84160, 1.98644, 3.10319], [7.74056, -2.57595, -0.53360], [6.18161, -1.93732, -2.51497], [4.53279, -0.13937, -2.11856], [5.44968, -0.04177, 2.08386], [7.32241, -1.60712, 1.64905], [1.36338, 2.12749, -2.28802], [1.89959, 3.38680, -4.37806], [4.23211, 4.31602, -4.65755], [6.07279, 3.57243, -3.20842], [5.53514, 2.21782, -1.14748], [4.15425, 3.99737, 0.36932], [5.13308, 5.46597, 1.98067], [5.40094, 4.72907, 4.41757], [4.46250, 2.46895, 5.06267], [3.45519, 0.98884, 3.33285], [2.35366, -0.92971, 2.92244], [2.44962, -0.98385, 1.60125], [2.70428, -2.11057, 0.94481], [-7.15483, 4.23627, -4.41565], [-5.52683, 3.66048, -3.63792], [-5.63018, 2.90975, -2.46911], [-4.48972, 2.38592, -1.88110], [-3.27214, 2.72442, -2.43595], [-3.16957, 3.55416, -3.53858], [-4.28461, 4.04635, -4.17969], [-2.01938, 2.13172, -1.81848], [-0.87633, 2.45461, -2.18574], [-2.32723, 1.27397, -0.89331], [-6.62455, 2.80647, -2.11569], [-4.46004, 1.65062, -1.07630], [-2.18148, 3.82882, -3.95974], [-4.25382, 4.68340, -5.07897]], "lowdin_charge": [0.73, -0.08, -0.08, -0.04, -0.18, -0.21, -0.18, -0.21, -0.02, -0.03, -0.17, -0.05, -0.11, -0.07, 0.00, -0.18, 0.16, 0.11, 0.09, 0.08, 0.07, 0.12, 0.12, 0.12, 0.09, 0.10, 0.12, -0.09, -0.26, -0.13, -0.20, -0.08, -0.65, 0.74, 0.12, -0.37, -0.10, -0.12, 0.00, -0.07, -0.09, -0.09, -0.03, 0.06, 0.08, 0.06, 0.12, 0.12, 0.12, 0.11, 0.08, 0.07, 0.08, 0.11, 0.10, 0.10, 0.10, 0.09, -0.11, -0.10, -0.15, -0.32, -0.12, -0.12, 1.44, -0.41, -0.13, -0.12, -0.14, -0.11, -0.18, -0.36, -0.14, -0.09, -0.10, -0.10, -0.12, 0.09, 0.10, 0.09, 0.09, 0.08, 0.06, 0.12, 0.10, 0.10, 0.09, 0.09, 0.09, 0.09, 0.09, 0.08, 0.12, -0.79, 0.13, 0.70, -0.69, -0.13, 0.00, -0.13, -0.03, -0.12, -0.54, 0.02, -0.14, 0.07, 0.12, 0.13, 0.11]}



Entry 4:
{"formula": "C2H2NO2S", "method": "ωB97M-V/def2-TZVPD", "e_lumo_ha": [0.147, 0.147], "multiplicity": 1, "homo_ev": [-3.2, -3.2], "total_charge": -1, "smiles": "C=NC#S(=O)[O-]", "de_lowest_kcal_mol": 78.9, "elements": ["C", "C", "N", "O", "O", "S", "H", "H"], "coordinates": [[-2.36901, -0.47385, -0.97692], [-0.22594, 0.50426, -0.05641], [-1.36917, -0.05226, -0.47935], [-4.81628, -1.08514, -0.16829], [-4.16655, 1.25870, 0.09455], [-3.79884, -0.13551, 0.34347], [-0.12444, 1.53531, -0.07106], [0.18619, 0.07800, 0.78911]], "lowdin_charge": [-0.17, -0.09, -0.19, -0.58, -0.55, 0.60, 0.00, -0.01]}



Entry 5:
{"formula": "C4H3NO2", "method": "ωB97M-V/def2-TZVPD", "e_lumo_ha": 0.001, "multiplicity": 1, "homo_ev": -9.2, "de_lowest_kcal_mol": 131.4, "elements": ["O", "C", "C", "N", "O", "C", "C", "H", "H", "H"], "coordinates": [[-1.76146, -0.22544, -0.20979], [-1.69499, 0.19359, -1.47852], [-0.43390, -0.23301, 0.14976], [0.18382, -1.34918, -0.10901], [1.47529, -1.12373, 0.27057], [1.58966, 0.13129, 0.72046], [0.40350, 0.78457, 0.65573], [-2.49522, -0.38807, -1.97140], [2.56794, 0.39995, 1.08270], [0.16537, 1.81003, 0.88949]], "lowdin_charge": [-0.05, 0.14, -0.43, 0.15, -0.02, -0.09, 0.03, 0.02, 0.13, 0.12]}



Entry 6:
{"formula": "C7H15N", "method": "ωB97M-V/def2-TZVPD", "e_lumo_ha": [-0.130, -0.243], "multiplicity": 2, "homo_ev": [-14.1, -14.7], "s_squared": 0.76, "total_charge": 1, "de_lowest_kcal_mol": 21.1, "elements": ["C", "C", "C", "C", "N", "C", "C", "C", "H", "H", "H", "H", "H", "H", "H", "H", "H", "H", "H", "H", "H", "H", "H"], "coordinates": [[-1.32037, -0.48227, -2.67185], [-0.21565, 0.49310, -2.29900], [-0.65844, 1.47100, -1.17392], [-0.59405, 0.90672, 0.25535], [0.11708, -0.04788, 2.96453], [0.74253, -0.49474, 1.88687], [0.61513, 0.11250, 0.62902], [1.81266, -1.51580, 2.09211], [-1.22860, -0.72812, -3.73049], [-2.30592, -0.06575, -2.48430], [-1.18842, -1.43623, -2.15955], [0.67499, 0.00589, -1.91328], [0.19457, 1.11279, -3.08910], [-0.20911, 2.46245, -1.19422], [-1.71246, 1.67977, -1.37027], [-0.52705, 1.75934, 0.90581], [-1.47459, 0.29339, 0.47187], [-0.82271, 0.32202, 2.92350], [0.47565, -0.41963, 3.83419], [1.26287, -0.09736, -0.20697], [1.97622, -2.12293, 1.20802], [2.77982, -1.01344, 2.20600], [1.60583, -2.19483, 2.91567]], "lowdin_charge": [-0.09, -0.24, -0.19, -0.17, 0.24, -0.28, 0.08, 0.01, 0.08, 0.08, 0.07, 0.07, 0.11, 0.12, 0.11, 0.12, 0.14, 0.15, 0.15, 0.12, 0.10, 0.12, 0.10]}